A cluster of 11 separate species, C47H79N3O16 in total in a non-equilibrium geometry, computed with the ωB97M-V functional and the def2-TZVPD basis.

Computed properties:
Spin multiplicity = 1
HOMO level = -0.3412 Eh
Structure (SMILES) = CCOC(C)=O.CCOC(C)=O.CCOC(C)=O.CCOC(C)=O.CCOC(C)=O.CCOC(C)=O.CCOC(C)=O.CCOC(C)=O.c1ccncc1.c1ccncc1.c1ccncc1
Lowest unoccupied orbital energy = 0.530 eV
Kohn-Sham gap = 0.3607 Ha

```
145
Properties=species:S:1:pos:R:3:forces:R:3
O -27.9308 -5.2415 -6.9473 -0.9931 0.7442 -2.2400
C -28.6470 -4.5926 -7.7222 0.1763 0.0771 2.2913
O -29.2131 -3.4202 -7.2893 0.7214 -1.1120 -0.5995
C -28.8031 -3.0390 -5.9674 -0.0671 -0.5005 -0.3894
C -27.5989 -2.1660 -5.9794 0.0291 1.0779 0.0472
C -29.1073 -4.9673 -9.0978 -0.3776 0.1462 -0.0069
H -28.6240 -3.9131 -5.3613 0.0267 -0.3620 0.0390
H -29.6802 -2.5731 -5.5997 -0.6682 0.8625 0.6039
H -26.7392 -2.5678 -6.4863 0.4333 -0.7495 0.2957
H -27.3968 -1.8304 -4.9647 0.4182 -0.3041 0.1714
H -27.7508 -1.2487 -6.5195 -0.5589 0.5523 -0.3936
H -29.7181 -4.1578 -9.6040 0.9539 -1.0902 0.6642
H -29.6648 -5.9128 -9.0094 -0.0987 0.4212 -0.0225
H -28.2193 -5.2614 -9.6429 0.0877 0.2406 -0.5019
O -18.1233 -4.6389 -12.3929 -0.2973 0.1867 0.0088
C -19.1469 -5.1111 -11.9660 -0.2278 0.3393 -0.0338
O -19.3081 -6.4125 -11.7299 -0.1370 -0.8869 -0.2901
C -18.2146 -7.3007 -11.9619 -0.2490 -1.2793 -0.1256
C -17.8033 -7.8822 -10.6152 0.6097 -0.1470 -0.8579
C -20.4462 -4.4019 -11.6016 2.0016 -0.4411 -0.6930
H -17.3930 -6.8475 -12.4563 0.5452 0.9960 -0.2990
H -18.5373 -8.1090 -12.6642 -0.1550 0.6561 0.6092
H -18.3850 -8.7730 -10.4884 -0.0162 -0.7837 0.4087
H -18.1221 -7.2079 -9.8364 0.4307 0.3314 0.4040
H -16.7081 -8.1073 -10.6088 -0.9726 0.1491 0.2911
H -20.7589 -4.8101 -10.6709 -0.6046 -0.2120 0.6946
H -21.1413 -4.5953 -12.3955 -0.5635 0.0609 -0.2251
H -20.1880 -3.3739 -11.5159 -0.2582 0.9507 0.0319
O -19.1421 -6.6965 -7.4822 -1.4588 -0.2626 0.3904
C -20.1575 -7.3844 -7.3399 2.4155 0.3382 -1.2522
O -20.4208 -8.0451 -6.2343 -1.4297 0.2525 -0.1981
C -19.7012 -7.6219 -5.0871 0.5122 -1.4096 1.0613
C -20.4800 -6.6618 -4.2091 -0.5757 -1.1909 1.6961
C -21.0280 -7.6220 -8.5364 0.3798 -1.1207 0.2042
H -18.7716 -7.2310 -5.4366 0.5744 0.6370 0.0102
H -19.4436 -8.5783 -4.6203 -0.2740 0.2696 0.4475
H -19.9410 -6.5577 -3.1758 -0.9977 0.0422 -2.0061
H -21.5546 -7.0218 -4.0213 1.6470 0.2785 -0.1644
H -20.5422 -5.7403 -4.7477 0.0195 0.9485 0.0564
H -21.6647 -6.7613 -8.5880 -0.5074 0.4348 -0.4969
H -21.6071 -8.5609 -8.5597 0.1131 0.5142 0.4543
H -20.3015 -7.6698 -9.3488 -0.4614 0.3753 -0.2396
O -24.1704 -3.9855 -5.5756 -0.0032 -0.2395 -0.3436
C -24.4607 -4.3012 -4.4608 -0.6403 -0.2136 1.7918
O -24.0616 -3.5801 -3.3334 -0.4291 -1.4330 -0.9568
C -23.3412 -2.4352 -3.6907 1.7289 -0.0217 -1.2281
C -24.2831 -1.3430 -4.0413 -0.8391 2.0478 0.0465
C -25.3409 -5.4470 -3.9849 -1.0049 2.4573 0.8120
H -22.7438 -2.7106 -4.5952 -0.2512 0.4608 0.6359
H -22.5913 -2.2028 -2.9229 -0.6568 0.0049 0.1695
H -24.7205 -1.3861 -5.0540 0.2354 -0.4029 0.4674
H -23.8085 -0.3587 -3.9770 0.3243 -0.1058 -0.1696
H -25.1054 -1.2226 -3.3163 0.1795 -0.4927 -0.1681
H -25.9404 -5.0254 -3.1140 0.4381 -0.5397 -1.2568
H -24.7569 -6.1886 -3.5423 1.1593 -1.3935 0.5113
H -25.9613 -5.8416 -4.7637 -0.2810 -0.1090 -0.3966
O -24.2665 -5.4230 -15.3194 0.1489 -0.5696 -0.4311
C -25.0747 -4.5457 -15.4000 0.2827 1.1664 1.2130
O -24.7604 -3.2394 -15.2035 -0.4320 0.1134 -0.5045
C -23.3937 -2.8914 -15.1254 1.8714 -1.5029 -0.5055
C -23.2801 -1.4363 -14.8782 0.5800 2.5485 -2.6686
C -26.5513 -4.6118 -15.5079 -0.1711 2.2531 0.3982
H -22.8708 -3.1641 -16.1206 -0.7808 0.2773 1.5646
H -22.9387 -3.5121 -14.3095 -0.0625 0.5386 -0.7517
H -23.6011 -1.0419 -13.9649 -0.3689 -0.1368 1.8485
H -23.9640 -0.8785 -15.5912 0.7007 -0.7370 0.3825
H -22.2647 -0.9523 -15.0759 -1.1100 -1.1271 0.2959
H -26.8514 -5.5833 -15.7413 -0.7874 -1.4049 -0.2210
H -26.8500 -3.8584 -16.2686 -0.0212 -0.6983 0.3269
H -26.9563 -4.2027 -14.5386 0.2346 -0.7595 -0.8986
O -20.6287 0.7209 -14.0067 -1.4704 0.7207 -0.8438
C -19.6774 0.1914 -13.5194 0.8370 0.2119 -0.6659
O -19.6428 -0.1759 -12.2638 1.5498 -0.3689 0.5714
C -20.8186 0.0199 -11.4740 -0.8112 0.1998 -1.7352
C -20.9056 1.4181 -10.8916 -1.2253 0.9778 -0.9823
C -18.4307 -0.0341 -14.3436 0.1584 -2.6358 0.7239
H -20.7340 -0.8291 -10.8593 -0.1159 -0.4326 1.6016
H -21.6535 -0.2176 -12.1608 0.0784 0.4842 0.4956
H -20.6965 2.1696 -11.6982 0.3077 -0.7772 0.5906
H -20.2765 1.6106 -10.0291 0.0517 -0.1531 0.0472
H -21.9740 1.7030 -10.6889 0.8529 -0.6375 0.3299
H -18.0703 0.8938 -14.6682 0.7158 1.4563 -0.1707
H -18.7385 -0.5403 -15.2775 0.0837 0.0244 0.5470
H -17.6372 -0.6569 -13.8242 -0.9688 0.8952 -0.5978
O -27.5333 -1.9427 -9.7754 -0.5027 0.1865 0.4070
C -28.0225 -0.8412 -9.9164 0.9083 -1.2811 0.0043
O -27.3874 0.1237 -10.5945 1.0008 -0.1128 -0.3927
C -26.0174 -0.2625 -11.0351 -0.6474 0.3245 -0.2995
C -25.6044 0.5098 -12.2557 0.9130 0.0774 -1.7349
C -29.4014 -0.4301 -9.5263 0.9843 -0.8286 1.0989
H -25.9819 -1.3541 -11.1595 0.0401 0.6337 0.0548
H -25.3547 0.0814 -10.2673 0.3134 -0.3236 0.8605
H -26.1784 0.3175 -13.1680 -0.3500 -0.2591 0.2953
H -24.5516 0.2102 -12.5954 -1.2537 0.4685 0.9596
H -25.6385 1.6030 -12.1419 0.1610 -0.3451 0.3243
H -29.6248 0.0117 -10.4473 -1.6997 0.9993 -1.1000
H -29.3449 0.3093 -8.7258 -0.2060 0.0200 -0.1551
H -29.9986 -1.3081 -9.2364 0.2275 0.5245 -0.2367
O -28.3537 -7.0986 -11.6329 1.1053 0.2031 0.5696
C -27.8178 -8.1853 -11.6533 -0.7682 0.5733 -0.9272
O -26.5030 -8.4487 -11.4454 -0.7074 0.5373 0.5702
C -25.6503 -7.3607 -10.9592 0.5574 -0.0418 0.2451
C -24.2186 -7.8264 -11.2170 0.3683 -0.2962 0.7556
C -28.6750 -9.3712 -12.0079 1.4647 -1.3446 0.4170
H -25.7579 -7.1714 -9.8578 -0.4169 -0.4351 -0.9158
H -25.9082 -6.4425 -11.4808 -0.0359 -0.0587 -0.0864
H -23.9227 -7.8726 -12.2462 -0.1509 0.4196 -0.7630
H -24.1571 -8.8723 -10.9092 0.0551 0.0344 0.3631
H -23.4267 -7.2638 -10.6676 -0.8507 -0.1908 -0.2845
H -28.4707 -10.1033 -11.2066 -0.7315 0.1841 0.0038
H -28.2637 -9.9429 -12.8622 -0.3701 0.6772 0.0041
H -29.7248 -9.0757 -12.1159 0.5291 -0.2238 0.0581
N -23.0541 -2.7944 -11.1630 1.6138 1.1600 1.4648
C -24.1595 -3.4347 -11.5039 0.9102 0.0254 -0.0999
C -25.1130 -3.7052 -10.5801 -2.0247 -0.5886 1.7657
C -25.0056 -3.2528 -9.2215 0.3869 -1.8909 -0.8646
C -23.7938 -2.7275 -8.8453 0.9718 1.0497 -0.3526
C -22.8334 -2.4770 -9.8630 -1.2686 0.5739 -0.9569
H -24.1671 -3.7087 -12.5559 -0.5927 -0.2205 0.1589
H -25.9836 -4.3148 -10.8554 0.1810 0.5674 0.0540
H -25.7442 -3.5417 -8.4554 0.2179 0.3953 -0.6888
H -23.5760 -2.3970 -7.8214 -0.1870 -0.3066 -0.4126
H -21.9817 -1.7955 -9.6801 -0.2740 -0.9531 0.1051
N -18.7168 -1.0345 -9.0191 1.7153 0.3590 -1.6848
C -19.2826 -1.8502 -8.1997 -2.6086 -0.4672 1.8121
C -19.1233 -3.2253 -8.1616 0.8513 -1.3448 -0.2561
C -18.2025 -3.8082 -9.0276 -0.7718 1.2223 0.7175
C -17.5454 -2.9409 -9.8658 2.3425 -1.5726 -1.4659
C -17.8098 -1.6138 -9.8560 -0.3137 1.6591 1.0537
H -20.0232 -1.3978 -7.5087 0.4791 -0.2478 -0.2754
H -19.5982 -3.8796 -7.4466 -0.3314 0.2680 0.2000
H -17.9275 -4.8321 -9.0006 -0.1309 -0.8450 0.1195
H -16.6968 -3.3677 -10.4858 -1.2699 0.8253 0.5676
H -17.1769 -0.9087 -10.3576 -0.0241 0.1367 -0.7035
N -23.5685 -8.6381 -4.4898 0.5532 0.1828 -1.1960
C -23.7102 -8.0013 -5.6690 -1.3833 -0.1117 0.9478
C -24.9169 -8.0656 -6.3742 -0.1621 0.7055 -0.3355
C -26.0002 -8.8475 -5.9454 2.7889 0.3766 0.5711
C -25.7514 -9.5623 -4.8014 -0.8123 -1.3627 1.3742
C -24.5493 -9.4471 -4.1097 0.4932 1.2210 0.0123
H -22.9336 -7.2851 -5.9083 0.0137 -0.1804 -0.3183
H -25.0942 -7.3571 -7.1770 0.2572 -0.2036 -0.2381
H -26.9005 -8.8695 -6.4765 -1.2283 -0.0037 -0.5562
H -26.5017 -10.2094 -4.3299 0.1312 0.2641 -0.4101
H -24.3173 -9.8175 -3.1232 -0.6949 -0.7916 0.0746
```
Positions in Å, forces in eV/Å.

These are the Löwdin partial charges, in e, on atoms 1 to 99: 0.040 -0.487 -0.027 -0.223 -0.055 0.023 0.110 0.113 0.062 0.082 0.069 0.111 0.097 0.061 0.090 -0.530 -0.025 -0.213 -0.054 0.031 0.096 0.134 0.063 0.046 0.098 0.069 0.080 0.066 0.048 -0.524 0.003 -0.234 -0.057 0.033 0.100 0.129 0.118 0.074 0.054 0.081 0.099 0.066 0.089 -0.478 -0.036 -0.275 -0.080 0.041 0.122 0.129 0.072 0.078 0.088 0.119 0.051 0.067 0.115 -0.559 -0.053 -0.260 -0.074 0.025 0.157 0.113 0.012 0.105 0.097 0.064 0.104 0.116 0.083 -0.583 -0.004 -0.224 -0.044 0.028 0.058 0.113 0.090 0.066 0.086 0.060 0.095 0.106 0.068 -0.539 -0.001 -0.175 -0.071 0.038 0.098 0.116 0.076 0.082 0.080 0.070 0.099 0.096 0.078